Formula: C4H7NO3
Source: the Open Molecules 2025 dataset
Level of theory: ωB97M-V/def2-TZVPD

Properties
Strongest force on any atom, eV Å⁻¹: 2.42
E_HOMO (spin up / spin down), eV: -7.42 / -7.42
Gap between HOMO and LUMO (spin up / spin down), eV: 7.19 / 7.19

```
15
Properties=species:S:1:pos:R:3:forces:R:3:nbo_charge:R:1
H -0.689956 -0.550552 -1.863324 -1.015 -0.540 0.587 0.213
H 0.602029 2.626642 1.059740 -0.076 -0.157 -0.014 0.211
C -0.408787 2.215371 1.106149 -0.003 -0.201 0.199 -0.262
O -0.607659 1.224711 0.097383 0.415 -0.237 -1.431 -0.534
H 1.088735 -2.713864 -0.762927 -0.210 0.394 0.377 0.379
C -0.085908 -0.975470 -1.060500 -0.781 1.145 -1.406 -0.232
H -0.612564 1.776695 2.087664 0.140 0.049 0.018 0.179
O -0.845290 -1.214188 1.322066 0.153 0.447 -0.815 -0.594
H 1.237672 -1.949633 -2.197882 -0.017 -0.285 -0.045 0.376
C -0.121465 -0.697207 0.329157 -0.251 -0.825 2.262 0.433
N 0.581597 -2.168150 -1.449780 1.271 0.779 -0.570 -0.781
C 0.646866 0.439094 -0.233477 0.367 -1.275 0.981 0.590
H -1.422651 -1.899105 0.930366 -0.175 0.300 0.102 0.486
H -1.135549 3.008994 0.924547 0.046 -0.126 -0.076 0.198
O 1.772929 0.876660 -0.289183 0.137 0.532 -0.168 -0.661
```
Positions in Å, forces in eV/Å.

Formula: C18H27IrNOSSb
Source: the Open Molecules 2025 dataset
Level of theory: ωB97M-V/def2-TZVPD

Properties
Strongest force on any atom, eV Å⁻¹: 0.63
E_HOMO, eV: -14.12
Total charge: +2
Gap between HOMO and LUMO, eV: 6.74

```
50
Properties=species:S:1:pos:R:3:forces:R:3:nbo_charge:R:1
H -2.187248 5.504627 1.356027 -0.012 0.003 -0.001 0.222
C 1.075203 0.077305 4.833906 -0.106 -0.009 0.024 -0.092
C 0.762375 4.381001 0.494821 -0.076 0.056 -0.007 -0.715
C -0.267673 0.057185 4.454524 0.101 0.006 0.036 -0.245
C -2.041583 -2.342011 0.243487 0.060 -0.017 -0.010 -0.733
H -3.195869 4.867867 0.048822 -0.002 0.000 0.003 0.220
Ir 0.007365 0.474669 0.220853 -0.469 0.343 -0.237 0.589
H -2.294352 2.524108 -1.933658 -0.007 0.009 0.006 0.256
H 2.741036 0.949062 -1.906149 0.029 -0.010 -0.015 0.235
H -0.630149 0.573819 -1.761845 -0.021 -0.132 0.006 0.154
C -2.783200 -1.050710 0.221804 -0.020 -0.016 -0.028 0.682
C 2.054256 0.247676 3.878174 0.068 0.020 -0.124 -0.215
H -0.647291 1.231780 -3.367908 -0.038 -0.138 0.034 0.278
H -0.960906 -2.199600 0.213161 -0.008 0.004 0.010 0.220
O -2.199998 0.041702 0.229824 0.120 -0.092 0.112 -0.657
C 1.921216 4.291150 -0.487623 -0.032 0.032 -0.050 -0.634
H -4.635169 -1.636339 1.069860 0.011 -0.007 0.004 0.270
Sb -0.729570 2.888772 0.200508 0.242 0.091 0.159 1.602
H -1.592916 0.186281 2.762099 0.016 -0.007 0.001 0.221
H 2.481161 3.368865 -0.366302 0.058 -0.064 0.003 0.226
H 0.227460 5.327107 0.386231 -0.061 -0.026 0.027 0.252
H 0.670062 1.706738 -2.303114 0.007 0.037 -0.068 0.237
H -4.603005 -1.665975 -0.674824 0.006 0.001 -0.007 0.273
C 4.222195 0.779390 -0.356609 -0.047 0.015 -0.083 -0.363
H -1.059299 -0.064687 5.178589 -0.002 -0.005 0.003 0.258
H -2.308130 -2.901639 1.143194 -0.006 0.007 0.007 0.277
H 1.349277 -0.037315 5.873996 -0.008 -0.002 0.003 0.256
N 0.383007 0.354538 2.190940 0.048 -0.020 -0.207 -0.404
H 3.101608 0.264265 4.147070 -0.003 0.009 0.012 0.254
H 5.146373 0.818232 -0.912290 -0.009 0.023 -0.019 0.270
H -3.169152 2.571935 1.177185 0.010 -0.026 -0.006 0.246
C -2.926535 4.745962 1.098996 0.000 0.006 0.001 -0.636
H 1.584062 4.362683 -1.523714 0.009 -0.002 0.014 0.213
H 2.604709 5.122386 -0.314537 -0.012 0.006 0.004 0.254
S 4.278620 0.605470 1.333887 -0.190 -0.087 0.106 0.557
H -4.695873 -0.096100 0.170051 0.003 -0.003 -0.002 0.249
H -0.994286 3.623406 -2.404076 0.041 -0.037 -0.064 0.266
C 2.946472 0.846418 -0.850487 0.117 0.097 -0.086 -0.298
C -0.398735 1.511428 -2.344162 0.143 0.228 0.179 -0.576
H -3.820253 4.949678 1.688247 0.003 0.004 0.005 0.256
C -0.572848 0.194440 3.122947 -0.065 -0.003 -0.046 0.047
H -2.351057 -2.959997 -0.601738 -0.001 0.005 0.000 0.279
C 2.564928 0.597014 1.412114 0.168 0.177 -0.074 -0.355
H -2.129525 3.225036 2.448780 0.040 -0.018 -0.014 0.247
C -4.269528 -1.094780 0.194212 -0.020 0.046 -0.002 -0.729
C -1.224072 2.711190 -1.857151 0.001 -0.117 0.083 -0.756
C 1.972901 0.762898 0.175973 -0.077 -0.303 0.082 -0.218
C 1.695617 0.397913 2.541646 -0.016 -0.022 0.299 0.224
C -2.426025 3.334692 1.405487 0.025 0.007 -0.073 -0.715
H 1.089045 4.311066 1.532670 -0.017 -0.066 0.000 0.251
```
Positions in Å, forces in eV/Å.

Formula: C4H6N2O
Source: the Open Molecules 2025 dataset
Level of theory: ωB97M-V/def2-TZVPD

Properties
Strongest force on any atom, eV Å⁻¹: 1.09
E_HOMO (spin up / spin down), eV: -7.88 / -7.98
Gap between HOMO and LUMO (spin up / spin down), eV: 7.02 / 7.98

```
13
Properties=species:S:1:pos:R:3:forces:R:3:nbo_charge:R:1
H 1.121159 0.262887 -1.770944 -0.021 -0.005 0.080 0.373
H -1.651387 0.682534 -0.579166 0.277 -0.159 0.105 0.195
C -0.535359 -0.565669 1.272287 -0.694 0.192 0.798 0.003
C 1.310529 -0.179896 0.133149 -0.388 -0.023 0.004 0.307
N 0.805392 -0.391454 -1.058807 -0.332 0.415 -0.372 -0.540
H -1.656479 -1.100752 -0.953143 0.188 0.097 0.112 0.212
C 1.694747 1.082952 0.707435 0.569 0.733 0.243 0.159
O 0.644975 -1.063878 0.952240 0.729 -0.258 0.352 -0.433
H -0.972816 0.073538 -2.085957 -0.109 -0.053 0.163 0.199
C -1.117772 -0.158829 -1.027157 0.160 0.053 -0.943 -0.536
H -1.155921 -1.237573 1.860838 0.063 0.096 -0.122 0.184
N 2.119134 2.084612 1.117396 -0.429 -0.923 -0.383 -0.295
H -0.606201 0.511528 1.431827 -0.012 -0.166 -0.036 0.170
```
Positions in Å, forces in eV/Å.

Formula: C5H13NO2
Source: the Open Molecules 2025 dataset
Level of theory: ωB97M-V/def2-TZVPD

Properties
Strongest force on any atom, eV Å⁻¹: 2.66
E_HOMO, eV: -9.55
Structure (SMILES): CC(=O)NC(C)C.O
Gap between HOMO and LUMO, eV: 10.21

```
21
Properties=species:S:1:pos:R:3:forces:R:3:nbo_charge:R:1
H -1.639087 -1.614576 0.439487 0.128 0.238 0.271 0.203
H 0.625845 3.573531 -2.298209 0.018 0.047 0.360 0.249
H 0.779405 2.201847 -3.381711 0.009 0.401 -0.380 0.231
C -0.005364 1.608496 -1.596553 -0.592 1.823 1.844 0.672
H 0.691880 -1.645179 1.267073 0.189 -0.231 -0.207 0.217
H 0.919950 -3.527556 3.826412 -0.093 -0.200 -0.098 0.467
H 1.974575 2.315599 -2.170548 0.045 0.467 0.345 0.207
N 0.533881 0.758052 -0.685575 0.351 -0.503 0.238 -0.619
H -0.806987 0.863233 0.921563 0.049 0.228 -0.286 0.199
O -1.207076 1.844048 -1.580581 0.130 -0.413 -0.448 -0.636
H 1.736011 -0.222420 1.390535 -0.035 0.255 -0.121 0.209
H -0.735525 -1.440893 -1.015002 0.196 -0.190 -0.545 0.205
C -1.240915 -0.869323 -0.257202 -0.366 -0.262 0.660 -0.617
C 0.704483 -0.566439 1.377037 -0.850 -0.176 0.314 -0.625
O 0.296569 -4.178300 3.476054 0.110 0.291 0.123 -0.934
C 0.924210 2.536912 -2.353894 0.197 -1.978 -1.177 -0.701
C -0.244984 0.104228 0.373910 -0.054 -0.099 -0.529 -0.043
H -0.564675 -3.837318 3.738929 -0.016 -0.073 -0.035 0.468
H 0.250339 -0.370804 2.350324 0.378 -0.086 0.188 0.217
H 1.500444 0.479734 -0.702185 0.073 0.383 -0.297 0.391
H -2.094345 -0.344923 -0.675658 0.132 0.078 -0.220 0.241
```
Positions in Å, forces in eV/Å.

ΔE to the lowest compared entry with this formula, charge and spin list, top to bottom, in kJ/mol: 663.3 35.2 665.0 74.6